# C14H12N2O6Pd

A structure of composition C14H12N2O6Pd (wB97M-V/def2-TZVPD, the Open Molecules 2025 dataset).

Atoms and positions in Å:
Pd (-0.003800, 0.031200, 0.000000)
C (4.262500, 0.582200, 0.000000)
C (2.825500, 1.040900, 0.000000)
O (1.948400, 0.088100, 0.000000)
C (2.490500, 2.416800, 0.000000)
C (3.429300, 3.453400, 0.000000)
C (3.068400, 4.802100, 0.000000)
C (1.719200, 5.157500, 0.000000)
C (0.750300, 4.176800, 0.000000)
C (1.063300, 2.799500, 0.000000)
O (0.109700, 1.924900, 0.000000)
H (4.278000, -0.506900, 0.000000)
H (4.774400, 0.948700, 0.890000)
H (4.774400, 0.948700, -0.890000)
H (4.484100, 3.210000, 0.000000)
H (3.836900, 5.560300, 0.000000)
H (1.437300, 6.202400, 0.000000)
H (-0.300400, 4.434100, 0.000000)
C (-3.328400, 1.984400, 0.000000)
C (-3.208600, 0.519300, 0.000000)
N (-2.057800, -0.164200, 0.000000)
C (-2.388300, -1.501800, 0.000000)
C (-3.756800, -1.626100, 0.000000)
N (-4.237400, -0.342700, 0.000000)
C (-4.688400, -2.820500, 0.000000)
O (-4.172900, -3.998700, 0.000000)
O (-5.864400, -2.558400, 0.000000)
C (-1.256500, -2.482800, 0.000000)
O (-1.481500, -3.668500, 0.000000)
O (-0.136000, -1.856600, 0.000000)
H (-2.339100, 2.435600, 0.000000)
H (-3.879900, 2.326000, 0.875300)
H (-3.879900, 2.326000, -0.875300)
H (-5.230500, -0.121500, 0.000000)
H (-3.184400, -4.106600, 0.000000)

Atoms 1-2, force components in eV/Å:
-1.8 0.5 0.0
-0.7 -0.1 0.0

Calculated values
E_LUMO (alpha / beta) (hartree): -0.463 / -0.436
Kohn-Sham gap (alpha / beta) (eV): 2.57 / 4.41
Total energy (Eh): -1228.8480
Largest force on an atom (Eh/bohr): 0.0764
Charge: +2
2S+1: 1

Mulliken population analysis, charges in e, atoms 1 to 6: atom 1 (Pd): 1.25, atom 2 (C): -1.39, atom 3 (C): 1.21, atom 4 (O): -0.42, atom 5 (C): -0.06, atom 6 (C): -0.49

# C2H7N2O

A structure of composition C2H7N2O (wB97M-V/def2-TZVPD, the Open Molecules 2025 dataset).

Atoms and positions in Å:
C (1.427211, 0.630331, 0.158797)
C (0.531365, -1.090343, -0.153128)
N (1.809004, -0.807891, 0.128936)
N (0.039705, 0.121185, 0.013865)
O (-2.673457, 0.796740, 0.054694)
H (1.544207, 1.183703, 1.063537)
H (1.624953, 1.155496, -0.766344)
H (0.184508, -2.137711, -0.471094)
H (2.748865, -1.117535, -0.324677)
H (-0.951068, 0.326281, 0.102530)
H (-3.234146, 0.578806, 0.886905)
H (-3.051143, 0.360938, -0.694020)

Atoms 1-2, force components in eV/Å:
-1.5 -0.3 -0.2
0.4 -1.9 -0.5

Calculated values
E_LUMO (hartree): -0.139
Kohn-Sham gap (eV): 12.03
Total energy (Eh): -264.8560
Relative energy (zero: lowest compared OMol25 entry of this formula, charge and spin) (kcal per mole): 47.18
Largest force on an atom (Eh/bohr): 0.0632
Charge: +1
2S+1: 1

Mulliken population analysis, charges in e, atoms 1 to 6: atom 1 (C): -0.27, atom 2 (C): 0.11, atom 3 (N): -0.30, atom 4 (N): -0.05, atom 5 (O): -0.74, atom 6 (H): 0.30

# C37H32Cl2N5O4STi

A structure of composition C37H32Cl2N5O4STi (wB97M-V/def2-TZVPD, the Open Molecules 2025 dataset).

Atoms and positions in Å:
Ti (0.085537, 0.189442, -0.429951)
C (3.714610, 1.003403, 1.279116)
C (3.669031, -0.468317, 0.979776)
C (4.833131, -1.145914, 0.650551)
C (4.812522, -2.501829, 0.351810)
C (3.613502, -3.185356, 0.387932)
C (2.422773, -2.539760, 0.717712)
C (1.145769, -3.333446, 0.750180)
C (2.454645, -1.179179, 1.015733)
N (1.246477, -0.456489, 1.261480)
C (1.083403, 0.065302, 2.477976)
O (1.712819, -0.136189, 3.516648)
C (-0.039878, 1.081373, 2.501690)
C (-0.449369, 1.758126, 3.637596)
C (-1.412127, 2.749621, 3.487292)
C (-1.940713, 3.040562, 2.236319)
C (-1.495905, 2.294197, 1.155318)
N (-0.575387, 1.352543, 1.315302)
C (-1.991170, 2.471546, -0.270981)
O (-2.816363, 3.361593, -0.501496)
N (-1.427917, 1.583293, -1.089019)
C (-1.583241, 1.749653, -2.499486)
C (-2.408023, 0.894210, -3.232097)
C (-3.271790, -0.116617, -2.537864)
C (-2.416169, 0.993579, -4.619122)
C (-1.629460, 1.926980, -5.272514)
C (-0.839082, 2.791049, -4.533211)
C (-0.807588, 2.721641, -3.145525)
C (0.036634, 3.680241, -2.354721)
H (4.694924, 1.409482, 1.030253)
H (2.972105, 1.541398, 0.688783)
H (3.518340, 1.186181, 2.337963)
H (5.765918, -0.594893, 0.611864)
H (5.727563, -3.015994, 0.083795)
H (3.582691, -4.243882, 0.151749)
H (1.205802, -4.128410, 1.498080)
H (0.288939, -2.710562, 0.990173)
H (0.958214, -3.799779, -0.219236)
H (0.006423, 1.509664, 4.585312)
H (-1.741975, 3.311294, 4.353916)
H (-2.673118, 3.817715, 2.064362)
H (-3.910000, 0.369587, -1.795130)
H (-3.923169, -0.620794, -3.252473)
H (-2.667894, -0.861532, -2.018263)
H (-3.048429, 0.321375, -5.188982)
H (-1.631066, 1.980720, -6.354441)
H (-0.219090, 3.525203, -5.035419)
H (0.717320, 4.222119, -3.011519)
H (-0.597406, 4.403430, -1.834436)
H (0.634186, 3.158624, -1.608211)
Cl (3.497840, -0.104616, -6.812384)
C (2.907845, 0.152690, -5.180314)
C (3.499720, 1.172142, -4.421886)
C (3.015029, 1.364331, -3.147403)
Cl (3.717335, 2.625278, -2.167955)
C (1.973657, 0.606608, -2.601674)
O (1.517997, 0.869129, -1.379870)
C (1.399023, -0.445821, -3.381711)
C (0.376841, -1.269601, -2.899994)
O (-0.157418, -1.148167, -1.700395)
C (1.906205, -0.633825, -4.700321)
H (4.298761, 1.781165, -4.814578)
H (-0.030201, -2.051082, -3.536505)
H (1.478982, -1.410550, -5.321664)
N (-3.790883, 0.257970, 1.167020)
C (-3.026093, -0.735204, 1.688084)
S (-2.057636, -1.659762, 0.693674)
N (-3.225604, -0.923390, 3.016146)
C (-2.589140, -1.836428, 3.896758)
C (-3.356718, -2.375025, 4.923906)
C (-2.774566, -3.216440, 5.858947)
C (-1.425626, -3.527564, 5.770889)
C (-0.664233, -2.984782, 4.745703)
C (-1.237757, -2.140719, 3.807941)
H (-3.599743, 0.467821, 0.197085)
H (-4.022227, 1.053519, 1.742185)
H (-4.018120, -0.440992, 3.411011)
H (-4.413152, -2.137618, 4.984536)
H (-3.380306, -3.630707, 6.655037)
H (-0.969089, -4.182695, 6.501626)
H (0.395302, -3.193540, 4.673008)
H (-0.633005, -1.728326, 3.018545)

Atoms 1-2, force components in eV/Å:
0.4 -0.4 -0.8
0.0 0.0 0.0

Calculated values
E_LUMO (alpha / beta) (hartree): 0.076 / 0.076
Kohn-Sham gap (alpha / beta) (eV): 4.71 / 4.72
Total energy (Eh): -4172.2440
Relative energy (zero: lowest compared OMol25 entry of this formula, charge and spin) (kcal per mole): 7.38
Largest force on an atom (Eh/bohr): 0.0191
Charge: -1
2S+1: 1

Mulliken population analysis, charges in e, atoms 1 to 6: atom 1 (Ti): -0.13, atom 2 (C): -1.24, atom 3 (C): 1.42, atom 4 (C): -0.99, atom 5 (C): -0.87, atom 6 (C): -0.82